# 1
Density functional theory data (the ωB97M-V functional and the def2-TZVPD basis) for 15 unconnected molecules or ions with the total composition C66H173N11O26.

The geometry in XYZ format:
```
276
Properties=species:S:1:pos:R:3:lowdin_charge:R:1
O 7.91 -10.06 -15.34 -0.04
H 7.16 -10.52 -14.97 0.03
H 7.56 -9.60 -16.10 0.00
O 3.50 -4.12 -12.82 -0.06
H 3.42 -4.63 -12.01 -0.02
H 2.81 -3.46 -12.76 -0.03
O 10.09 -5.63 -12.61 -0.07
H 9.33 -5.07 -12.74 0.00
H 10.76 -5.27 -13.19 -0.05
O 11.36 -4.79 -14.60 -0.03
H 12.20 -4.43 -14.89 0.07
H 11.26 -5.59 -15.10 0.07
C -2.05 -6.40 -15.81 -0.07
O -0.91 -5.62 -16.25 -0.20
C 0.23 -5.85 -15.45 -0.20
C 1.53 -5.24 -16.09 -0.08
N 1.30 -3.85 -16.45 0.21
C 2.48 -3.08 -16.98 -0.03
C 2.24 -1.54 -16.80 -0.22
O 0.94 -1.26 -17.14 -0.20
C 0.61 0.11 -16.94 -0.05
H -2.48 -6.27 -14.82 0.09
H -1.86 -7.47 -15.85 0.09
H -2.77 -6.12 -16.59 0.10
H 0.30 -6.93 -15.33 0.13
H -0.07 -5.37 -14.52 0.11
H 1.66 -5.82 -17.00 0.15
H 2.37 -5.46 -15.42 0.13
H 0.35 -3.52 -16.48 0.16
H 2.52 -3.28 -18.06 0.15
H 3.33 -3.44 -16.41 0.11
H 2.87 -0.91 -17.43 0.14
H 2.42 -1.39 -15.73 0.11
H 0.96 0.62 -17.84 0.10
H 1.01 0.47 -15.99 0.07
H -0.45 0.34 -16.92 0.10
C 8.55 1.55 -9.83 -0.11
O 8.05 2.78 -10.36 -0.19
C 8.10 3.93 -9.48 -0.22
C 8.15 5.32 -10.14 -0.18
N 8.16 6.44 -9.13 -0.06
C 8.07 7.75 -9.81 -0.21
C 8.40 8.77 -8.72 -0.20
O 9.80 8.64 -8.28 -0.20
C 10.21 9.69 -7.43 -0.13
H 9.61 1.54 -9.56 0.07
H 8.40 0.78 -10.58 0.07
H 8.04 1.13 -8.96 0.08
H 9.00 3.96 -8.87 0.11
H 7.29 3.91 -8.75 0.12
H 7.26 5.32 -10.78 0.12
H 9.09 5.36 -10.70 0.11
H 8.77 6.55 -8.34 0.10
H 7.12 7.98 -10.29 0.12
H 8.88 7.91 -10.52 0.11
H 7.73 8.69 -7.86 0.12
H 8.29 9.76 -9.15 0.12
H 9.52 10.25 -6.80 0.09
H 10.69 10.41 -8.09 0.08
H 11.03 9.41 -6.76 0.08
C 10.44 -1.95 -12.64 -0.07
O 9.07 -2.35 -12.48 -0.19
C 8.06 -1.49 -12.94 -0.22
C 6.86 -2.27 -13.45 -0.17
N 7.21 -3.30 -14.52 -0.04
C 6.08 -4.16 -14.82 -0.17
C 6.64 -5.11 -15.96 -0.23
O 7.84 -5.73 -15.60 -0.19
C 8.27 -6.78 -16.50 -0.05
H 10.65 -1.80 -13.70 0.09
H 11.08 -2.66 -12.12 0.09
H 10.67 -0.99 -12.16 0.07
H 8.40 -0.88 -13.78 0.12
H 7.57 -0.94 -12.14 0.09
H 6.15 -1.61 -13.95 0.10
H 6.40 -2.81 -12.62 0.10
H 8.09 -3.79 -14.44 0.09
H 5.17 -3.67 -15.20 0.09
H 5.89 -4.80 -13.96 0.10
H 6.87 -4.68 -16.93 0.09
H 5.84 -5.84 -16.08 0.09
H 8.08 -6.35 -17.49 0.06
H 7.54 -7.59 -16.51 0.06
H 9.28 -7.18 -16.45 0.10
C 5.89 -6.40 -19.19 -0.09
O 5.90 -7.71 -18.60 -0.19
C 4.66 -8.13 -18.09 -0.23
C 3.47 -8.47 -19.04 -0.21
N 3.68 -9.74 -19.73 -0.06
C 2.45 -9.96 -20.47 -0.22
C 2.32 -11.43 -20.93 -0.18
O 1.72 -12.23 -19.88 -0.18
C 2.47 -12.44 -18.67 -0.13
H 6.85 -6.02 -19.53 0.09
H 5.33 -5.71 -18.56 0.07
H 5.36 -6.51 -20.14 0.08
H 4.41 -7.40 -17.32 0.09
H 4.75 -9.05 -17.51 0.12
H 3.49 -7.69 -19.80 0.10
H 2.54 -8.47 -18.47 0.11
H 4.44 -9.67 -20.39 0.12
H 2.63 -9.44 -21.41 0.12
H 1.57 -9.66 -19.89 0.12
H 3.26 -11.78 -21.35 0.12
H 1.58 -11.46 -21.73 0.12
H 2.49 -11.56 -18.04 0.06
H 3.53 -12.68 -18.58 0.08
H 2.05 -13.21 -18.02 0.08
C 3.47 -12.62 -8.16 -0.10
O 2.75 -12.53 -9.42 -0.21
C 3.65 -12.54 -10.58 -0.17
C 2.82 -11.67 -11.57 -0.20
N 3.57 -11.24 -12.75 -0.08
C 3.03 -10.02 -13.36 -0.18
C 3.60 -8.73 -12.61 -0.22
O 5.01 -8.51 -12.65 -0.16
C 5.42 -8.00 -13.88 -0.13
H 4.20 -13.43 -8.04 0.08
H 2.87 -12.61 -7.25 0.08
H 4.04 -11.70 -8.15 0.08
H 3.97 -13.52 -10.92 0.12
H 4.64 -12.20 -10.28 0.11
H 2.48 -10.81 -11.00 0.11
H 1.99 -12.26 -11.95 0.12
H 4.57 -11.21 -12.62 0.10
H 1.95 -9.96 -13.22 0.11
H 3.31 -9.84 -14.40 0.09
H 3.42 -8.99 -11.57 0.11
H 3.03 -7.87 -12.95 0.10
H 5.72 -8.76 -14.60 0.06
H 6.38 -7.51 -13.72 0.10
H 4.72 -7.37 -14.43 0.08
C 14.53 2.62 -5.15 -0.07
O 14.88 1.65 -6.21 -0.24
C 16.20 1.84 -6.76 -0.18
C 16.22 1.34 -8.23 -0.24
N 15.78 2.14 -9.30 -0.07
C 14.33 2.52 -9.22 -0.16
C 13.99 3.25 -10.53 -0.14
O 13.72 2.25 -11.58 -0.24
C 12.43 1.78 -11.64 -0.14
H 13.58 2.40 -4.66 0.07
H 14.50 3.68 -5.42 0.09
H 15.19 2.48 -4.30 0.08
H 16.78 1.21 -6.09 0.12
H 16.64 2.83 -6.63 0.12
H 15.63 0.43 -8.33 0.11
H 17.27 1.07 -8.38 0.12
H 15.98 1.69 -10.18 0.11
H 14.07 3.07 -8.32 0.11
H 13.80 1.57 -9.08 0.09
H 14.84 3.73 -11.01 0.12
H 13.10 3.88 -10.47 0.11
H 12.14 1.57 -10.61 0.08
H 12.55 0.95 -12.33 0.09
H 11.89 2.59 -12.12 0.09
C 5.36 0.92 -11.30 -0.12
O 4.04 0.62 -11.53 -0.16
C 3.81 -0.71 -11.20 -0.21
C 2.37 -1.22 -11.53 -0.19
N 2.21 -1.61 -12.90 -0.08
C 0.81 -1.72 -13.28 -0.16
C -0.03 -2.84 -12.56 -0.20
O -0.98 -2.40 -11.63 -0.17
C -1.93 -3.37 -11.24 -0.09
H 5.73 1.81 -11.81 0.09
H 6.09 0.16 -11.57 0.06
H 5.44 1.19 -10.25 0.10
H 4.09 -1.13 -10.24 0.13
H 4.37 -1.31 -11.92 0.10
H 1.71 -0.43 -11.14 0.12
H 2.19 -2.10 -10.92 0.10
H 2.72 -0.89 -13.39 0.11
H 0.84 -1.89 -14.36 0.08
H 0.37 -0.73 -13.22 0.12
H 0.75 -3.34 -11.99 0.10
H -0.37 -3.58 -13.29 0.10
H -1.44 -4.13 -10.62 0.08
H -2.48 -3.90 -12.02 0.09
H -2.58 -2.89 -10.50 0.10
C 13.35 -3.85 -23.26 -0.06
O 13.34 -5.02 -22.39 -0.22
C 12.11 -5.47 -21.81 -0.20
C 11.74 -4.55 -20.63 -0.20
N 12.54 -4.92 -19.47 -0.08
C 12.43 -4.09 -18.32 -0.21
C 10.99 -3.93 -17.78 -0.23
O 10.39 -2.85 -18.41 -0.16
C 9.12 -2.57 -17.91 -0.12
H 14.29 -3.84 -23.81 0.09
H 13.23 -2.93 -22.68 0.08
H 12.50 -4.06 -23.91 0.08
H 12.13 -6.47 -21.39 0.12
H 11.33 -5.40 -22.57 0.11
H 10.66 -4.58 -20.45 0.11
H 11.99 -3.51 -20.83 0.11
H 13.48 -5.20 -19.73 0.12
H 12.89 -3.13 -18.52 0.12
H 12.99 -4.54 -17.50 0.11
H 11.02 -3.80 -16.70 0.09
H 10.41 -4.84 -17.94 0.12
H 8.38 -3.37 -17.91 0.07
H 8.66 -1.71 -18.39 0.09
H 9.12 -2.31 -16.85 0.08
C 7.36 -4.57 -9.30 -0.10
O 6.02 -5.02 -9.27 -0.20
C 5.43 -5.44 -10.51 -0.15
C 4.04 -6.09 -10.16 -0.23
N 2.95 -5.20 -9.98 -0.07
C 3.16 -4.53 -8.67 -0.16
C 1.88 -3.78 -8.22 -0.18
O 1.00 -4.79 -7.72 -0.20
C -0.31 -4.54 -7.26 -0.12
H 7.91 -4.97 -10.15 0.08
H 7.97 -4.81 -8.43 0.09
H 7.38 -3.49 -9.43 0.07
H 6.02 -6.24 -10.96 0.12
H 5.24 -4.61 -11.19 0.10
H 4.15 -6.94 -9.49 0.13
H 3.72 -6.46 -11.13 0.09
H 2.03 -5.61 -9.95 0.12
H 3.96 -3.79 -8.73 0.11
H 3.49 -5.32 -7.99 0.12
H 1.36 -3.32 -9.07 0.10
H 2.14 -3.02 -7.49 0.12
H -1.01 -5.25 -7.71 0.08
H -0.75 -3.60 -7.61 0.08
H -0.42 -4.52 -6.18 0.09
C 6.23 -0.53 -16.71 -0.07
O 5.27 0.45 -16.17 -0.24
C 5.75 1.63 -15.45 -0.15
C 4.46 2.64 -15.38 -0.13
N 3.33 1.99 -14.66 -0.08
C 2.18 2.77 -14.27 -0.20
C 1.63 2.42 -12.90 -0.21
O 1.71 3.33 -11.78 -0.17
C 1.07 2.82 -10.62 -0.10
H 6.82 -0.01 -17.47 0.08
H 5.63 -1.36 -17.09 0.08
H 7.00 -0.86 -16.02 0.06
H 6.56 2.10 -16.00 0.10
H 6.31 1.52 -14.52 0.10
H 4.14 2.91 -16.39 0.11
H 4.82 3.49 -14.81 0.10
H 3.58 1.62 -13.76 0.07
H 1.35 2.50 -14.92 0.09
H 2.54 3.80 -14.33 0.13
H 1.75 1.37 -12.62 0.09
H 0.58 2.33 -13.16 0.11
H 1.62 1.93 -10.30 0.07
H 0.07 2.45 -10.86 0.08
H 0.95 3.67 -9.95 0.10
C 9.78 -1.78 -8.77 -0.07
O 10.76 -0.72 -8.77 -0.23
C 12.11 -1.12 -8.57 -0.19
C 12.28 -2.14 -7.38 -0.19
N 11.87 -1.65 -6.08 -0.08
C 12.39 -0.36 -5.70 -0.18
C 11.48 0.88 -6.11 -0.17
O 10.83 1.38 -4.90 -0.21
C 9.77 0.55 -4.42 -0.12
H 8.82 -1.25 -8.75 0.08
H 9.86 -2.38 -7.87 0.07
H 9.84 -2.31 -9.72 0.08
H 12.72 -0.22 -8.55 0.10
H 12.47 -1.65 -9.45 0.11
H 13.32 -2.46 -7.28 0.11
H 11.71 -3.07 -7.43 0.11
H 10.87 -1.77 -6.02 0.09
H 13.44 -0.17 -5.95 0.10
H 12.27 -0.29 -4.62 0.11
H 10.76 0.64 -6.88 0.10
H 12.08 1.65 -6.59 0.10
H 8.92 0.42 -5.09 0.08
H 9.50 1.19 -3.58 0.09
H 9.91 -0.47 -4.05 0.08
```

E_tot in Ha: -5175.82697
F_max in hartree/bohr: 0.0806
2S+1: 2
Total charge: +1
E_HOMO (alpha / beta) in eV: -9.334 / -9.334



# 2
Density functional theory data (the ωB97M-V functional and the def2-TZVPD basis) for a molecular structure, C66H48N7O4Ti.

The geometry in XYZ format:
```
126
Properties=species:S:1:pos:R:3:lowdin_charge:R:1
Ti -0.16 -0.06 -0.03 1.24
C -1.45 -9.41 1.48 -0.11
O -0.62 -8.65 2.32 -0.10
C -0.52 -7.31 2.04 -0.29
C -1.22 -6.66 1.03 -0.02
C -1.04 -5.29 0.84 -0.01
C -0.19 -4.55 1.65 -0.20
C 0.51 -5.22 2.66 -0.03
C 0.34 -6.58 2.86 -0.01
C -0.08 -3.09 1.44 -0.10
C 1.22 -2.54 1.08 -0.27
C 2.41 -3.23 1.09 -0.07
C 3.41 -2.30 0.76 -0.07
C 2.80 -1.07 0.57 -0.22
N 1.43 -1.21 0.75 0.02
C 3.44 0.16 0.08 -0.06
C 2.72 1.02 -0.68 -0.22
C 3.22 1.97 -1.70 -0.03
C 2.21 2.70 -2.15 -0.01
C 1.02 2.33 -1.36 -0.24
C -0.05 3.09 -1.18 -0.10
C -0.21 4.34 -1.98 -0.21
C -0.82 4.31 -3.23 -0.01
C -0.94 5.46 -4.00 0.00
C -0.46 6.67 -3.52 -0.29
O -0.62 7.75 -4.34 -0.10
C -0.11 8.99 -3.90 -0.11
C 0.14 6.73 -2.26 -0.02
C 0.25 5.56 -1.51 -0.02
C -1.02 2.88 -0.11 -0.26
N -1.07 1.72 0.65 0.00
C -2.07 1.92 1.57 -0.29
C -2.68 0.84 2.31 -0.11
C -3.84 1.20 3.17 -0.20
C -3.70 1.99 4.30 -0.02
C -4.79 2.36 5.08 -0.02
C -6.06 1.93 4.72 -0.29
O -7.20 2.23 5.42 -0.10
C -7.07 3.08 6.54 -0.11
C -6.23 1.14 3.59 0.00
C -5.13 0.79 2.82 -0.02
C -2.30 -0.45 2.20 -0.23
C -2.97 -1.60 2.84 0.00
C -2.32 -2.71 2.49 0.01
C -1.14 -2.31 1.71 -0.24
N -1.22 -0.94 1.46 -0.01
C -2.59 3.20 1.45 -0.05
C -1.92 3.81 0.37 -0.04
N 1.33 1.15 -0.65 -0.01
C 4.85 0.52 0.43 -0.13
C 5.30 1.85 0.35 -0.04
C 6.59 2.24 0.67 -0.01
C 7.50 1.31 1.15 -0.30
O 8.77 1.77 1.40 -0.10
C 9.60 0.93 2.17 -0.11
C 7.06 0.02 1.37 -0.03
C 5.76 -0.35 1.03 -0.02
H -1.37 -10.44 1.83 0.09
H -1.13 -9.36 0.44 0.09
H -2.50 -9.09 1.55 0.09
H -1.90 -7.20 0.38 0.10
H -1.58 -4.79 0.05 0.11
H 1.17 -4.66 3.30 0.12
H 0.87 -7.10 3.65 0.11
H 2.53 -4.28 1.30 0.10
H 4.44 -2.55 0.57 0.08
H 4.23 1.99 -2.07 0.11
H 2.23 3.46 -2.91 0.12
H -1.21 3.37 -3.59 0.12
H -1.42 5.43 -4.97 0.11
H -0.31 9.70 -4.69 0.09
H 0.97 8.94 -3.72 0.09
H -0.61 9.32 -2.98 0.09
H 0.52 7.66 -1.86 0.10
H 0.72 5.61 -0.53 0.13
H -2.71 2.33 4.57 0.12
H -4.63 2.97 5.96 0.10
H -8.07 3.23 6.93 0.09
H -6.64 4.05 6.26 0.09
H -6.45 2.62 7.32 0.09
H -7.23 0.82 3.32 0.11
H -5.26 0.18 1.94 0.11
H -3.82 -1.51 3.50 0.11
H -2.52 -3.72 2.82 0.11
H -3.38 3.62 2.05 0.10
H -2.06 4.81 -0.02 0.10
H 4.61 2.64 0.09 0.10
H 6.88 3.28 0.59 0.11
H 10.49 1.51 2.41 0.09
H 9.90 0.04 1.61 0.09
H 9.11 0.61 3.09 0.09
H 7.71 -0.72 1.81 0.10
H 5.47 -1.35 1.28 0.07
C -4.66 -0.12 -0.88 -0.04
C -3.37 0.43 -0.71 -0.09
N -2.28 -0.26 -0.96 0.08
C -2.41 -1.52 -1.47 -0.15
C -3.65 -2.16 -1.65 -0.16
C -4.80 -1.41 -1.30 -0.01
C -3.68 -3.45 -2.21 -0.07
C -2.50 -4.01 -2.63 -0.11
C -1.26 -3.37 -2.48 -0.02
C -1.18 -2.12 -1.87 -0.22
N -0.09 -1.36 -1.62 -0.04
C 1.09 -1.62 -2.35 -0.21
C 1.91 -2.68 -2.10 -0.02
C 3.13 -2.85 -2.78 -0.06
C 3.53 -1.96 -3.73 -0.04
C 2.68 -0.88 -4.07 -0.16
C 3.01 0.04 -5.08 -0.03
C 2.13 1.03 -5.41 -0.07
C 0.91 1.10 -4.70 -0.15
N 0.57 0.28 -3.73 0.15
C 1.44 -0.70 -3.39 -0.15
H -5.52 0.50 -0.64 0.10
H -3.25 1.45 -0.37 0.11
H -5.78 -1.86 -1.41 0.11
H -4.63 -3.96 -2.33 0.10
H -2.51 -5.00 -3.09 0.10
H -0.36 -3.85 -2.84 0.10
H 1.64 -3.37 -1.31 0.11
H 3.77 -3.69 -2.51 0.10
H 4.48 -2.06 -4.24 0.11
H 3.96 -0.06 -5.60 0.11
H 2.34 1.76 -6.18 0.10
H 0.20 1.88 -4.95 0.10
```

E_tot in Ha: -4077.76423
F_max in hartree/bohr: 0.0178
Total charge: -1
E_HOMO (alpha / beta) in eV: -2.702 / -2.702